# 1
DFT (wB97M-V/def2-TZVPD) results for C17H38Cl3N2O4PSc as an isolated structure.

Geometry (Å):
Sc  0.23146  0.17435  1.51332
C  -1.08653  1.66372  4.15763
N  -0.35590  2.13580  2.96070
C  0.83442  2.86322  3.44842
C  -1.22379  3.08471  2.23759
C  -2.21105  2.31732  1.37831
N  -1.48940  1.43346  0.44327
C  -0.93557  2.24844  -0.65708
C  -2.47690  0.49599  -0.13805
H  -0.41262  1.10836  4.80570
H  -1.91861  1.01651  3.88666
H  -1.46691  2.51571  4.73119
H  0.53752  3.68977  4.10294
H  1.40226  3.26666  2.60863
H  1.47287  2.18177  4.00733
H  -0.60543  3.73048  1.61272
H  -1.76075  3.72689  2.94433
H  -2.85355  3.01524  0.82906
H  -2.85034  1.69882  2.01072
H  -1.70649  2.90280  -1.07882
H  -0.56559  1.58527  -1.43728
H  -0.10361  2.86726  -0.31515
H  -3.32161  1.04780  -0.56360
H  -2.84255  -0.18358  0.63367
H  -2.00563  -0.08611  -0.92651
C  1.84458  -2.39954  -0.43197
C  1.27449  -1.20781  0.24755
O  0.10587  -0.86034  -0.05971
H  1.60433  -3.24742  0.21515
H  2.92674  -2.35351  -0.51175
H  1.36331  -2.55917  -1.39714
Cl  0.85449  -3.43047  4.55963
C  0.42794  -1.75207  4.91666
Cl  -1.14392  -1.70516  5.72212
Cl  1.65554  -1.02090  5.94906
C  0.33192  -0.98308  3.58252
O  -0.67301  -1.15745  2.84297
O  1.23218  -0.17126  3.27124
C  4.01820  -1.44770  2.46230
O  2.84526  -2.23886  2.31891
H  4.89980  -1.98293  2.10109
H  4.17860  -1.15538  3.50294
H  3.86856  -0.55204  1.85947
H  2.95054  -3.02903  2.85730
C  2.05255  -0.78867  -4.97375
C  1.66817  -0.27254  -3.58992
P  -0.11205  -0.40503  -3.06362
C  -0.89879  0.52307  -4.47341
C  -2.37986  0.81481  -4.23289
C  -0.52085  -2.15148  -3.58065
C  -1.66481  -2.73789  -2.75119
H  3.12464  -0.65611  -5.12279
H  1.53810  -0.23716  -5.75938
H  1.82995  -1.84884  -5.08956
H  1.91539  0.79137  -3.51656
H  2.25856  -0.78556  -2.82539
H  -0.77215  -0.04895  -5.39431
H  -0.36089  1.46844  -4.58947
H  -2.94739  -0.09873  -4.05251
H  -2.81302  1.30916  -5.10237
H  -2.50757  1.47459  -3.37327
H  0.37047  -2.76897  -3.44533
H  -0.77237  -2.15925  -4.64246
H  -1.43299  -2.68706  -1.68611
H  -1.82873  -3.78234  -3.01679
H  -2.59746  -2.19933  -2.92232

Results
Lowest unoccupied orbital energy, eV: -2.918
HOMO energy, Eh: -0.3951
ΔE to the lowest compared entry with this formula, charge and spin, kJ/mol: 222.9
Frontier orbital gap, eV: 7.8
Calculated total energy, hartree: -3563.52573
Net charge: +1

Löwdin atomic charge list, values in e, 8 entries: Sc 1.06; C -0.07; N -0.30; C -0.06; C -0.18; C -0.17; N -0.32; C -0.07

***

# 2
DFT (wB97M-V/def2-TZVPD) results for a 9-piece molecular cluster, C17H38ClIN8O21 overall.

Geometry (Å):
C  -0.39491  -0.40415  0.53477
C  0.60349  -1.35932  1.24825
O  0.92261  -2.45396  0.37427
C  2.22569  -2.56800  0.09960
O  3.04097  -2.55832  0.92000
O  2.57755  -2.79320  -1.20179
C  2.57099  -1.58931  -2.01383
O  2.48944  -0.50491  -1.13580
C  3.95365  -1.57001  -2.70135
C  4.90154  -0.61216  -1.98928
O  5.67105  -0.99874  -1.23760
Cl  4.84784  1.12605  -2.33077
C  1.35824  -1.68416  -2.96630
I  1.26910  -3.70223  -3.79278
C  1.39168  -0.73639  -4.16522
C  1.47024  0.75850  -3.78630
H  -0.94646  -0.90671  -0.26307
H  0.19165  0.39229  0.06089
H  -1.04911  0.04097  1.27283
H  1.46438  -0.75715  1.53050
H  0.11038  -1.69643  2.16172
H  1.76605  0.08476  -1.38626
H  3.94104  -1.31744  -3.76565
H  4.42865  -2.54639  -2.62276
H  0.42932  -1.55889  -2.40602
H  0.45790  -0.87671  -4.71430
H  2.19032  -0.97178  -4.86681
H  2.48823  1.04190  -3.51785
H  0.71953  1.03041  -3.03317
H  1.21550  1.32767  -4.68429
C  5.03390  0.47889  1.94832
N  4.07489  1.61261  1.84241
O  4.53269  2.73535  1.80424
O  2.89118  1.33000  1.80147
H  6.04171  0.87737  1.97440
H  4.80559  -0.05881  2.86429
H  4.89155  -0.15560  1.07689
C  -3.84357  2.73593  2.15573
N  -4.10027  1.41689  1.51924
O  -3.14476  0.68504  1.32517
O  -5.24920  1.15752  1.23197
H  -2.78130  2.82790  2.35133
H  -4.17950  3.50123  1.46100
H  -4.41157  2.76737  3.08018
C  -6.40359  -1.42639  3.88982
N  -6.73697  0.01437  4.05376
O  -5.82857  0.81591  3.93081
O  -7.89251  0.29217  4.29693
H  -5.34489  -1.51520  3.67681
H  -6.65759  -1.93048  4.81858
H  -6.99552  -1.80581  3.06289
C  -4.31860  1.78417  6.84188
N  -3.10605  2.20419  6.09252
O  -2.90855  1.70020  5.00442
O  -2.38976  3.02964  6.62359
H  -4.85790  1.05331  6.25148
H  -3.98567  1.35426  7.78320
H  -4.92330  2.67180  7.00565
C  0.73738  -1.73692  -8.46982
N  1.25292  -0.37176  -8.17123
O  1.62813  0.30748  -9.10589
O  1.26156  -0.03614  -7.00427
H  0.78855  -1.89986  -9.54048
H  1.36463  -2.44679  -7.93723
H  -0.28931  -1.78256  -8.11795
C  0.34078  1.28124  7.73750
N  -0.46506  1.06083  8.96933
O  0.09581  1.17079  10.03808
O  -1.64018  0.78316  8.81511
H  1.35933  1.51738  8.02382
H  0.30469  0.36397  7.15621
H  -0.11184  2.10750  7.19462
C  5.36442  1.99737  -7.17604
N  4.78109  1.65184  -5.85016
O  5.20308  2.23946  -4.87601
O  3.91756  0.79440  -5.84062
H  6.11467  2.76694  -7.03358
H  5.80701  1.09326  -7.58446
H  4.55414  2.35460  -7.80557
C  -4.32387  -1.69530  -0.86968
N  -4.52819  -2.71317  0.19695
O  -5.09325  -2.35199  1.21108
O  -4.11453  -3.83239  -0.02137
H  -4.74080  -0.75271  -0.53114
H  -3.25417  -1.60923  -1.03656
H  -4.83295  -2.05142  -1.76122

Results
Lowest unoccupied orbital energy, eV: -0.028
HOMO energy, Eh: -0.3474
ΔE to the lowest compared entry with this formula, charge and spin, kJ/mol: 48.0
Frontier orbital gap, eV: 9.4
SMILES string: CCOC(=O)O[C@@](O)(CC(=O)Cl)[C@H](I)CC.C[N+](=O)[O-].C[N+](=O)[O-].C[N+](=O)[O-].C[N+](=O)[O-].C[N+](=O)[O-].C[N+](=O)[O-].C[N+](=O)[O-].C[N+](=O)[O-]
Calculated total energy, hartree: -3445.76591
Net charge: 0

Löwdin atomic charge list, values in e, 8 entries: C -0.05; C -0.18; O 0.04; C -0.61; O 0.21; O -0.02; C -0.54; O 0.02

***

# 3
DFT (wB97M-V/def2-TZVPD) results for a 6-piece molecular cluster, C17H38N2O16S2 overall.

Geometry (Å):
C  0.54064  -6.51003  1.64339
N  1.83567  -5.72827  1.33105
C  2.99233  -6.44462  2.11655
C  2.18454  -5.80038  -0.13241
C  1.92514  -4.28031  1.76467
C  0.70412  -3.37997  1.32160
O  1.00609  -2.07679  1.12583
H  0.70611  -7.59886  1.31730
H  -0.06157  -6.03178  0.99799
H  0.32310  -6.35319  2.73640
H  3.92467  -6.05464  1.79848
H  2.78878  -7.42498  2.13957
H  3.07835  -6.50305  3.16091
H  2.42850  -6.84808  -0.63542
H  2.86966  -5.13485  -0.46986
H  1.33453  -5.32097  -0.80511
H  2.93673  -3.98830  1.40881
H  2.08335  -4.26355  2.85528
H  -0.17522  -3.82748  2.07895
H  0.28835  -3.89700  0.39923
H  0.39772  -1.53335  1.06483
N  -2.00479  -0.50631  0.38183
O  -0.80293  -0.17287  -0.00255
O  -2.93447  0.36155  0.38356
O  -2.28693  -1.68878  0.74866
O  -1.45191  2.72500  -2.24756
S  -2.25660  3.73760  -1.59838
O  -1.87315  5.14787  -1.69308
O  -3.86576  3.48021  -1.94228
C  -4.16826  2.17877  -2.25664
C  -5.67544  1.92924  -1.94165
C  -2.05902  3.40703  0.06724
H  -3.63712  1.55407  -1.63269
H  -3.76306  2.15841  -3.27367
H  -5.83211  2.10488  -0.77151
H  -5.97833  0.99224  -2.22447
H  -6.32945  2.58637  -2.60651
H  -2.90179  2.87031  0.43665
H  -2.30416  4.26761  0.51995
H  -1.14155  2.95435  0.28884
O  3.14705  6.66695  -2.05223
S  3.36090  6.54692  -0.66473
O  2.37708  7.17394  0.14860
O  3.11483  4.90490  -0.38286
C  1.91388  4.28097  -0.89203
C  1.82509  2.83348  -0.34384
C  5.04649  6.85140  -0.17737
H  1.93698  4.11961  -1.99416
H  0.98500  4.94256  -0.62189
H  2.61729  2.28227  -0.72436
H  0.72871  2.23788  -0.61603
H  1.69670  2.99850  0.74123
H  5.31993  6.33134  0.61886
H  5.51383  7.86882  -0.20622
H  5.43492  6.44320  -0.98577
C  -0.85045  0.30718  3.54004
C  -1.87695  -0.72039  4.07652
O  -1.45216  -0.99202  5.45394
C  -0.37565  -0.23938  5.70523
O  0.03754  -0.04325  6.84282
O  0.10205  0.49323  4.51741
H  -1.37833  1.30894  3.41502
H  -0.51963  -0.31683  2.68403
H  -1.51522  -1.63007  3.45527
H  -2.85550  -0.39910  4.06376
C  -1.06041  0.38797  -4.63498
C  -0.75889  -0.46824  -3.41167
O  -0.38364  -1.70948  -3.79594
C  -0.37222  -1.68684  -5.16389
O  0.03058  -2.64827  -5.84274
O  -0.65717  -0.50605  -5.75329
H  -0.58375  1.17327  -4.93451
H  -2.17982  0.39177  -4.65345
H  -1.35852  -0.30640  -2.55391
H  0.14474  0.03409  -2.71066

Results
Lowest unoccupied orbital energy, eV: -0.866
HOMO energy, Eh: -0.3203
ΔE to the lowest compared entry with this formula, charge and spin, kJ/mol: 227.3
Frontier orbital gap, eV: 7.9
Calculated total energy, hartree: -2779.70864
Net charge: 0

Löwdin atomic charge list, values in e, 8 entries: C 0.05; N -0.32; C 0.02; C -0.02; C -0.10; C -0.25; O 0.08; H 0.14